# 1
Computed, not measured: a molecular structure, C50H53Ge2MoNO3S6 at a distorted geometry, with wB97M-V/def2-TZVPD.

Geometry as ORCA input:
```
! wB97M-V def2-TZVPD RIJCOSX def2/J DEFGRID3
* xyz 2 1
Mo -0.7278 -3.1081 0.8926
C 1.0011 3.4436 4.9710
C 1.6993 2.9350 3.7398
C 1.4518 3.4918 2.4927
C 2.0743 3.0156 1.3435
C 1.7612 3.6184 -0.0005
C 2.9642 1.9446 1.4523
C 3.2324 1.3658 2.7004
C 4.1590 0.1827 2.8132
C 2.5988 1.8752 3.8246
C 3.6996 1.4653 0.2516
C 4.8981 2.0866 -0.1154
C 5.6260 1.6795 -1.2262
C 5.1812 0.6308 -2.0215
C 3.9985 -0.0064 -1.6804
C 3.3035 0.4198 -0.5609
Ge 1.7298 -0.8019 -0.6227
S 1.5901 -2.8239 0.2520
S -0.3940 1.4329 1.3434
Ge -1.5397 0.1481 -0.1736
S -1.4547 -3.8757 -0.9655
S -0.0803 -0.2221 -1.8512
C -3.4879 0.5061 -0.2507
C -4.4217 -0.0317 0.6431
C -5.7390 0.3931 0.5227
C -6.1009 1.3037 -0.4635
C -5.1569 1.8187 -1.3382
C -3.8268 1.4265 -1.2373
C -2.7424 1.9290 -2.1228
C -2.4628 1.2738 -3.3304
C -3.2680 0.0845 -3.7829
C -1.4182 1.7449 -4.1177
C -0.6534 2.8428 -3.7428
C 0.4687 3.3410 -4.6090
C -0.9587 3.4856 -2.5473
C -1.9940 3.0528 -1.7317
C -2.3183 3.7927 -0.4568
C -3.9906 -1.0436 1.6530
C -3.6977 -0.6482 2.9628
C -3.9230 0.7703 3.3939
C -3.1896 -1.5886 3.8594
C -2.9092 -2.8863 3.4740
C -2.4145 -3.8851 4.4783
C -3.1979 -3.2698 2.1486
C -3.8287 -2.3756 1.2635
C -4.3433 -2.8363 -0.0703
C 3.3740 -1.1383 -2.4197
C 3.8041 -2.4631 -2.1517
C 4.8283 -2.7319 -1.0860
C 3.3040 -3.4932 -2.9257
C 2.4255 -3.2585 -3.9832
C 1.9764 -4.3778 -4.8718
C 2.0251 -1.9497 -4.2467
C 2.5038 -0.8799 -3.5110
C 2.1857 0.5302 -3.9246
H 0.2853 4.2258 4.7250
H 1.7201 3.8518 5.6828
H 0.4686 2.6378 5.4803
H 0.7585 4.3221 2.4113
H 0.9904 4.3826 0.0915
H 1.4038 2.8524 -0.6958
H 2.6471 4.0797 -0.4408
H 3.7195 -0.6975 2.3316
H 4.3571 -0.0592 3.8562
H 5.1124 0.3746 2.3198
H 2.8288 1.4525 4.7979
H 5.2463 2.9134 0.4919
H 6.5472 2.1896 -1.4749
H 5.7345 0.3169 -2.8982
H -6.4887 -0.0056 1.1953
H -7.1353 1.6083 -0.5514
H -5.4506 2.5298 -2.1003
H -3.5693 -0.5425 -2.9428
H -2.6959 -0.5228 -4.4827
H -4.1777 0.4092 -4.2925
H -1.1994 1.2396 -5.0523
H 0.7315 2.6125 -5.3746
H 1.3548 3.5595 -4.0117
H 0.1792 4.2640 -5.1145
H -0.3857 4.3589 -2.2538
H -1.7938 4.7458 -0.4260
H -2.0124 3.2237 0.4272
H -3.3875 3.9821 -0.3670
H -3.4449 1.4633 2.7003
H -3.5411 0.9439 4.3986
H -4.9892 1.0045 3.3956
H -3.0195 -1.2931 4.8901
H -1.8821 -3.3963 5.2927
H -1.7610 -4.6247 4.0233
H -3.2688 -4.4143 4.9061
H -3.2184 -4.3314 1.9144
H -4.1949 -3.9065 -0.2059
H -3.8494 -2.3136 -0.8924
H -5.4094 -2.6189 -0.1484
H 4.6541 -2.1295 -0.1934
H 5.8242 -2.4820 -1.4579
H 4.8260 -3.7835 -0.8052
H 3.6203 -4.5085 -2.7167
H 2.3909 -5.3313 -4.5523
H 2.3052 -4.1914 -5.8954
H 0.8883 -4.4537 -4.8935
H 1.3493 -1.7580 -5.0730
H 1.2437 0.5716 -4.4699
H 2.9747 0.8981 -4.5852
H 2.1294 1.2071 -3.0722
S 0.1709 -7.1315 3.0011
C -0.1154 -5.7913 2.2904
N -0.3450 -4.7455 1.7181
C 0.8375 -0.3713 4.4005
S -0.2191 -0.7394 3.0003
O 0.6194 0.1389 1.8381
O 0.1176 -2.1854 2.7907
O -1.2139 -1.4036 0.7359
H 1.8699 -0.3916 4.0564
H 0.6646 -1.1695 5.1212
H 0.5720 0.5977 4.8193
*
```

Atomic partial charges in e from the Löwdin method, atoms 1 to 8: 1.13, -0.03, -0.27, -0.06, -0.28, -0.03, -0.15, -0.22

---

# 2
Computed, not measured: a molecular structure, C50H53N4O3P2SSi2Sr at a distorted geometry, with wB97M-V/def2-TZVPD.

Geometry as ORCA input:
```
! wB97M-V def2-TZVPD RIJCOSX def2/J DEFGRID3
* xyz -1 1
Sr -0.8352 -1.0286 0.1738
C 3.7157 -2.8115 -1.4352
Si 3.4691 -1.3823 -0.2418
C 3.1678 -2.1020 1.4732
C 5.1394 -0.5387 -0.1192
N 2.2210 -0.4267 -0.8192
P 1.7880 1.0929 -0.6107
C 0.2760 1.3129 0.0609
P -1.0549 2.1162 -0.5481
N -2.3731 1.1966 -0.4556
Si -3.9817 1.4905 -0.8506
C -4.4299 0.6812 -2.4848
C -5.0921 0.7144 0.4641
C -4.4977 3.2879 -1.0138
C -1.0605 2.7843 -2.2666
C -1.4644 4.0657 -2.6208
C -1.5354 4.4482 -3.9606
C -1.2085 3.5488 -4.9632
C -0.8279 2.2534 -4.6258
C -0.7662 1.8785 -3.2944
C -1.2825 3.6016 0.5489
C -0.5698 4.7921 0.4241
C -0.6746 5.8022 1.3763
C -1.4922 5.6364 2.4868
C -2.1982 4.4480 2.6377
C -2.0937 3.4475 1.6790
C 2.1645 1.9714 -2.1871
C 2.7117 1.2659 -3.2533
C 3.0521 1.9154 -4.4398
C 2.8609 3.2845 -4.5648
C 2.3323 4.0072 -3.4979
C 1.9950 3.3513 -2.3225
C 3.0170 1.9129 0.5114
C 2.9138 1.5963 1.8711
C 3.8171 2.0894 2.7976
C 4.8438 2.9363 2.3867
C 4.9510 3.2729 1.0455
C 4.0482 2.7584 0.1149
H 4.0597 -3.7238 -0.9265
H 4.4562 -2.5511 -2.2030
H 2.7728 -3.0397 -1.9391
H 3.7019 -3.0534 1.5982
H 2.1007 -2.2910 1.6478
H 3.5204 -1.4086 2.2461
H 5.9041 -1.2599 0.2053
H 5.1208 0.2834 0.6043
H 5.4454 -0.1273 -1.0904
H -3.9629 -0.3106 -2.5493
H -4.0583 1.2780 -3.3274
H -5.5159 0.5570 -2.6003
H -5.4457 -0.2763 0.1484
H -5.9752 1.3305 0.6758
H -4.5270 0.5827 1.3937
H -4.2096 3.6848 -1.9941
H -4.0305 3.9157 -0.2461
H -5.5865 3.3803 -0.9138
H -1.7348 4.7789 -1.8523
H -1.8540 5.4525 -4.2166
H -1.2546 3.8507 -6.0036
H -0.5728 1.5411 -5.4022
H -0.4659 0.8714 -3.0321
H 0.0932 4.9415 -0.4219
H -0.1110 6.7203 1.2505
H -1.5759 6.4242 3.2278
H -2.8391 4.3046 3.5018
H -2.6419 2.5166 1.7924
H 2.8505 0.1960 -3.1361
H 3.4761 1.3513 -5.2633
H 3.1269 3.7909 -5.4859
H 2.1814 5.0782 -3.5862
H 1.5933 3.9129 -1.4861
H 2.1005 0.9535 2.1887
H 3.7219 1.8220 3.8445
H 5.5508 3.3293 3.1088
H 5.7448 3.9334 0.7149
H 4.1655 3.0160 -0.9330
C -1.0772 0.0428 4.8793
C -1.0444 0.2949 3.4975
N -1.7512 -0.4034 2.6357
C -2.5365 -1.4063 3.0943
C -2.6470 -1.7244 4.4466
C -1.8792 -0.9628 5.3443
C -3.5260 -2.7845 4.8721
C -4.2405 -3.4866 3.9781
C -4.1332 -3.2124 2.5669
C -4.8330 -3.9520 1.5965
C -4.6790 -3.6612 0.2695
C -3.8075 -2.6232 -0.0750
N -3.1356 -1.9082 0.8082
C -3.2915 -2.1930 2.1231
H -0.4712 0.6383 5.5496
H -0.4313 1.0860 3.0708
H -1.9303 -1.1858 6.4039
H -3.6002 -3.0004 5.9314
H -4.9069 -4.2778 4.3020
H -5.4793 -4.7617 1.9163
H -5.1900 -4.2223 -0.5022
H -3.6408 -2.3749 -1.1196
C 4.0309 -7.4035 -0.8099
C 2.8858 -6.4667 -0.5215
C 2.6454 -5.9999 0.7692
C 1.5980 -5.1302 1.0329
C 0.7902 -4.7105 -0.0164
C 1.0145 -5.1555 -1.3105
C 2.0566 -6.0333 -1.5517
S -0.6349 -3.7484 0.3280
O -0.9273 -3.0078 -0.9190
O -1.6567 -4.6846 0.7167
O -0.2622 -2.8123 1.4078
H 4.4652 -7.7941 0.1106
H 4.8218 -6.8911 -1.3615
H 3.7035 -8.2502 -1.4168
H 3.2905 -6.3199 1.5803
H 1.4156 -4.7626 2.0367
H 0.3808 -4.8049 -2.1159
H 2.2429 -6.3734 -2.5643
*
```

Atomic partial charges in e from the Löwdin method, atoms 1 to 8: 1.40, -0.18, 0.26, -0.17, -0.18, -0.27, 0.58, -0.55

---

The records above yield energy values of -240233.204 -110826.383 eV, respectively.
The records above yield Kohn-Sham gap values of 0.219 0.212 Eh, respectively.
The records above yield relative energy (zero: lowest compared OMol25 entry of this formula, charge and spin) values of 123.88 0.00 kJ/mol, respectively.